## i
8
Properties=species:S:1:pos:R:3:mulliken_charge:R:1 method="wB97M-V/def2-TZVPD" mol_weight_da=213.856 multiplicity=1 homo_lumo_gap_ev="8.40 / 7.22" lumo_energy_ev="-0.9423 / -1.7143"
C 0.911 -1.539 0.151 -0.47
C 0.136 -0.528 0.558 0.04
C -0.956 1.468 -1.036 0.31
O -1.187 1.837 -2.149 -0.29
Br -0.478 0.136 2.121 -0.01
Br -0.890 2.702 0.466 -0.09
H 1.268 -2.388 0.725 0.27
H 1.196 -1.688 -0.836 0.24

***

## ii
8
Properties=species:S:1:pos:R:3:mulliken_charge:R:1 method="wB97M-V/def2-TZVPD" mol_weight_da=213.856 multiplicity=1 homo_lumo_gap_ev=8.15 lumo_energy_ev=-1.4036
C 2.056 0.266 1.441 -0.29
C 1.050 0.231 0.814 -0.33
C -1.032 -0.032 -0.451 0.26
O -0.847 0.072 -1.774 -0.34
Br -1.391 -1.856 0.096 0.00
Br -2.088 1.403 0.197 0.03
H 3.016 0.624 1.921 0.32
H -0.765 -0.709 -2.244 0.35

***

Least stable of them? ii.

***

## i
6
Properties=species:S:1:pos:R:3:mulliken_charge:R:1 method="wB97M-V/def2-TZVPD" mol_weight_da=319.243 multiplicity=1 homo_lumo_gap_ev="7.91 / 6.59" lumo_energy_ev="-1.5564 / -2.3895"
C -0.898 0.258 0.487 -0.09
S 0.954 -1.454 -1.593 0.07
Cl 2.674 -0.517 -1.310 -0.05
Br -0.237 -0.520 2.059 0.06
Br -2.751 0.490 0.510 0.00
Br 0.259 1.743 -0.153 0.01

***

## ii
6
Properties=species:S:1:pos:R:3:mulliken_charge:R:1 method="wB97M-V/def2-TZVPD" mol_weight_da=319.243 multiplicity=1 homo_lumo_gap_ev="6.39 / 7.21" lumo_energy_ev="-1.9853 / -1.7383"
C 1.449 0.753 0.430 -0.03
S -2.105 -0.535 -0.587 -0.03
Cl -2.481 -2.260 0.264 -0.08
Br 1.937 -0.694 -0.590 0.00
Br -0.483 0.374 0.984 0.15
Br 1.684 2.362 -0.501 -0.01

***

Least stable of them? ii.

***

## i
42
Properties=species:S:1:pos:R:3:mulliken_charge:R:1 method="wB97M-V/def2-TZVPD" mol_weight_da=220.306 multiplicity=1 homo_lumo_gap_ev=10.54 lumo_energy_ev=0.4110 smiles=CCO.CCO.CCO.CCO.O.O
C -5.723 -3.239 -5.393 -1.02
C -5.471 -3.169 -6.890 -0.21
O -5.884 -4.404 -7.426 -0.50
H -5.260 -4.157 -5.030 0.27
H -6.793 -3.442 -5.340 0.27
H -5.352 -2.416 -4.782 0.34
H -4.445 -2.893 -7.134 0.34
H -6.118 -2.393 -7.300 0.22
H -5.367 -4.407 -8.234 0.31
C 6.861 -0.989 2.503 -0.79
C 7.593 -1.865 1.451 -0.33
O 8.474 -1.157 0.649 -0.52
H 7.300 -0.920 3.499 0.25
H 5.962 -1.576 2.689 0.28
H 6.651 -0.014 2.062 0.26
H 6.908 -2.359 0.761 0.28
H 8.193 -2.616 1.966 0.26
H 7.903 -0.700 0.027 0.30
C -2.311 6.705 2.280 -1.05
C -1.112 6.380 1.283 -0.24
O -0.864 5.020 1.018 -0.49
H -3.231 6.160 2.067 0.33
H -2.625 7.679 1.905 0.32
H -2.124 6.721 3.353 0.32
H -0.261 6.920 1.698 0.23
H -1.325 6.841 0.319 0.28
H -0.957 4.583 1.868 0.30
C -1.091 -1.317 1.186 -1.06
C -0.917 -1.352 2.702 -0.14
O -1.366 -0.142 3.155 -0.50
H -2.091 -1.503 0.794 0.29
H -0.567 -2.155 0.725 0.33
H -0.779 -0.389 0.707 0.29
H 0.134 -1.520 2.936 0.27
H -1.522 -2.104 3.209 0.23
H -0.948 -0.006 4.009 0.29
O 1.990 1.725 6.409 -0.64
H 2.773 1.668 6.957 0.32
H 2.209 2.376 5.744 0.32
O 0.697 -2.866 -4.254 -0.64
H 1.092 -3.633 -3.839 0.32
H -0.236 -3.075 -4.305 0.32

***

## ii
42
Properties=species:S:1:pos:R:3:mulliken_charge:R:1 method="wB97M-V/def2-TZVPD" mol_weight_da=220.306 multiplicity=1 homo_lumo_gap_ev=9.94 lumo_energy_ev=0.3628 smiles=CC(C)O.CO.CO.CO.CO.CO
C 2.205 1.682 -1.937 -0.95
C 3.401 0.989 -1.275 0.46
C 3.151 -0.477 -1.078 -0.84
O 4.548 1.092 -2.143 -0.56
H 2.455 2.702 -2.228 0.38
H 1.371 1.700 -1.228 0.02
H 1.911 1.111 -2.815 0.30
H 3.656 1.465 -0.323 0.23
H 4.054 -0.962 -0.699 0.33
H 2.848 -0.993 -1.987 0.33
H 2.379 -0.649 -0.325 -0.05
H 4.923 1.974 -2.068 0.32
C -0.890 0.309 0.560 0.23
O -2.078 0.556 -0.171 -0.61
H -0.855 0.855 1.507 0.45
H -0.841 -0.761 0.733 -0.15
H -0.010 0.583 -0.035 -0.22
H -2.134 1.501 -0.385 0.38
C 0.775 -1.630 2.896 -0.51
O 1.912 -2.037 2.140 -0.52
H 0.850 -1.923 3.953 0.37
H 0.672 -0.545 2.880 0.25
H -0.103 -2.158 2.537 0.15
H 2.708 -1.776 2.608 0.27
C 0.367 -2.885 -0.925 -0.40
O 1.476 -3.413 -0.236 -0.55
H -0.547 -2.937 -0.315 0.21
H 0.492 -1.833 -1.211 0.05
H 0.205 -3.491 -1.814 0.31
H 1.657 -2.906 0.567 0.35
C -3.400 3.775 -1.584 -0.62
O -2.206 3.219 -1.058 -0.53
H -4.157 3.719 -0.807 0.23
H -3.270 4.809 -1.910 0.29
H -3.758 3.215 -2.456 0.28
H -1.460 3.506 -1.592 0.26
C -3.807 -1.371 2.359 -0.46
O -3.738 -1.343 0.949 -0.50
H -4.114 -0.408 2.788 0.26
H -4.525 -2.136 2.642 0.26
H -2.833 -1.602 2.820 0.11
H -3.292 -0.527 0.666 0.39

***

Least stable of them? i.

***

## i
6
Properties=species:S:1:pos:R:3:mulliken_charge:R:1 method="wB97M-V/def2-TZVPD" mol_weight_da=76.010 multiplicity=1 homo_lumo_gap_ev=9.23 lumo_energy_ev=0.5719 smiles="FP1=CC=1"
C -0.053 -0.802 0.364 -0.33
C -0.413 0.416 0.398 -0.27
F 0.573 0.642 -1.804 -0.27
P 1.311 0.781 -0.344 0.19
H 0.002 -1.852 0.702 0.35
H -1.420 0.816 0.684 0.34

***

## ii
6
Properties=species:S:1:pos:R:3:mulliken_charge:R:1 method="wB97M-V/def2-TZVPD" mol_weight_da=76.010 multiplicity=1 homo_lumo_gap_ev=7.03 lumo_energy_ev=-2.1431
C -0.313 -1.243 0.102 -0.38
C -0.682 1.010 0.191 -0.35
F 1.961 -0.086 -0.719 -0.30
P 0.708 0.085 0.391 0.49
H -1.040 -1.451 0.730 0.32
H -0.634 1.684 -0.695 0.21

***

Least stable of them? ii.